(1)
Below is an isolated molecule of C6H15NO, with properties calculated with the ωB97M-V functional and the def2-TZVPD basis.

The geometry in ORCA input format:
```
! RIJCOSX wB97M-V def2-TZVPD def2/J DEFGRID3
* xyz 0 1
O 0.087 1.819 -0.599
N 0.568 -0.254 0.808
C -0.537 0.700 -1.191
C -0.573 -0.395 -0.104
C 0.195 0.252 -2.469
C -1.940 1.204 -1.616
C 0.549 -1.199 1.941
C 1.617 -0.744 2.915
H 1.239 -0.010 -2.264
H 0.194 1.049 -3.192
H -1.789 2.030 -2.357
H -0.577 -1.379 -0.634
H 1.666 -1.521 3.680
H 2.594 -0.615 2.404
H 0.512 1.501 0.211
H -2.511 0.386 -2.052
H -1.539 -0.335 0.440
H 1.343 0.215 3.391
H 1.455 -0.350 0.258
H 0.693 -2.239 1.630
H -0.339 -0.614 -2.858
H -2.459 1.656 -0.767
H -0.448 -1.157 2.426
*
```

HOMO-LUMO gap (eV): 10.4

natural (NBO) atomic charge list, values in e, 8 entries: atom 1 (O): -0.750, atom 2 (N): -0.661, atom 3 (C): 0.239, atom 4 (C): -0.239, atom 5 (C): -0.626, atom 6 (C): -0.616, atom 7 (C): -0.208, atom 8 (C): -0.607


(2)
Below is an isolated molecule of C6H15NO, with properties calculated with the ωB97M-V functional and the def2-TZVPD basis.

The geometry in ORCA input format:
```
! RIJCOSX wB97M-V def2-TZVPD def2/J DEFGRID3
* xyz 0 1
O 0.578 -3.252 -0.607
N 0.173 1.567 0.077
C 0.678 -1.850 -0.818
C 0.050 0.374 1.042
C -1.034 -0.626 0.631
C 1.272 2.453 0.432
C -1.064 2.410 0.000
C -0.679 -1.197 -0.793
H -0.303 -3.600 -0.583
H -0.869 3.098 0.833
H -0.694 -0.360 -1.523
H -1.155 -1.555 1.164
H -0.983 3.057 -0.908
H -0.196 0.675 1.998
H 1.355 -1.516 -0.017
H -1.999 -0.093 0.655
H -1.545 -1.830 -1.138
H 1.167 -1.821 -1.808
H 1.036 -0.103 1.177
H 2.225 1.856 0.353
H 1.364 2.801 1.479
H 1.280 3.293 -0.328
H -1.858 1.760 0.006
*
```

HOMO-LUMO gap (eV): 9.5

natural (NBO) atomic charge list, values in e, 8 entries: atom 1 (O): -0.745, atom 2 (N): -0.441, atom 3 (C): -0.067, atom 4 (C): -0.228, atom 5 (C): -0.412, atom 6 (C): -0.430, atom 7 (C): -0.419, atom 8 (C): -0.437


(1) ends up most stable, edging out the next structure by 0.0640 hartree.


(1)
Below is a cluster of 2 separate species, C9H18N3 in total, with properties calculated with the ωB97M-V functional and the def2-TZVPD basis.

The geometry in ORCA input format:
```
! RIJCOSX wB97M-V def2-TZVPD def2/J DEFGRID3
* xyz 1 1
N -1.777 -1.122 0.590
N 1.414 0.748 0.668
N -1.863 0.977 0.247
C -1.397 2.298 -0.046
C -3.151 0.545 0.263
C 2.468 -1.422 0.038
C -3.114 -0.812 0.427
C 2.052 0.464 -1.656
C -4.160 -1.920 0.399
C -1.049 -0.043 0.443
C 2.240 0.105 -0.213
C 3.631 0.750 0.256
H -0.722 2.567 0.825
H -4.136 -2.575 1.245
H -1.573 -1.957 1.046
H 3.368 -1.701 -0.361
H 3.021 0.666 -2.263
H 2.702 -1.709 1.029
H 1.384 0.216 1.529
H -5.204 -1.465 0.397
H -3.986 1.176 -0.070
H 4.490 0.141 -0.272
H -3.820 -2.483 -0.507
H -0.815 2.397 -0.970
H 1.674 -2.154 -0.400
H 3.766 1.834 0.125
H 1.544 1.338 -1.709
H 1.499 -0.364 -2.172
H -2.293 2.993 -0.154
H 3.808 0.510 1.266
*
```

HOMO-LUMO gap (spin up / spin down) (eV): 7.0 / 7.0

natural (NBO) atomic charge list, values in e, 8 entries: atom 1 (N): -0.544, atom 2 (N): -0.263, atom 3 (N): -0.373, atom 4 (C): -0.410, atom 5 (C): -0.080, atom 6 (C): -0.631, atom 7 (C): 0.141, atom 8 (C): -0.608


(2)
Below is a structure of composition C9H18N3, with properties calculated with the ωB97M-V functional and the def2-TZVPD basis.

The geometry in ORCA input format:
```
! RIJCOSX wB97M-V def2-TZVPD def2/J DEFGRID3
* xyz 1 1
N -0.314 -1.027 -0.245
N -0.701 1.267 0.361
N 1.554 0.463 0.408
C 2.368 -0.765 0.421
C -0.942 -2.736 -1.470
C 2.078 1.617 0.783
C -0.919 1.512 1.791
C -1.271 -3.017 -0.190
C 0.240 0.173 0.216
C -0.791 -1.975 0.578
C -1.929 1.058 -0.459
C -0.389 -1.453 -1.550
H 2.716 -1.123 1.334
H 3.229 1.614 0.598
H -1.526 2.387 2.037
H -1.881 -3.857 0.151
H 1.018 2.434 -2.221
H -1.835 1.408 -1.501
H 3.259 -0.463 -0.217
H -2.747 1.417 -0.003
H -0.190 2.167 -0.007
H 1.843 -1.477 -0.101
H -0.716 -1.726 1.553
H -0.036 1.525 2.380
H 0.128 -0.942 -2.444
H -1.490 0.641 2.110
H -1.385 -3.284 -2.208
H -1.985 0.047 -0.538
H 1.548 2.465 0.848
H 1.069 1.654 -2.411
*
```

HOMO-LUMO gap (eV): 8.5

natural (NBO) atomic charge list, values in e, 8 entries: atom 1 (N): -0.394, atom 2 (N): -0.366, atom 3 (N): -0.214, atom 4 (C): -0.395, atom 5 (C): -0.264, atom 6 (C): -0.284, atom 7 (C): -0.425, atom 8 (C): -0.257


(1) ends up most stable, edging out the next structure by 0.0334 hartree.


(1)
Below is an isolated molecule of C19H22N2O5S, with properties calculated with the ωB97M-V functional and the def2-TZVPD basis.

The geometry in ORCA input format:
```
! RIJCOSX wB97M-V def2-TZVPD def2/J DEFGRID3
* xyz 0 1
S 3.188 2.106 0.387
O -3.198 0.885 -2.005
O 1.316 -3.974 -0.550
O 3.690 1.876 1.706
O 3.427 3.376 -0.230
O -4.765 -0.577 0.853
N -2.458 0.312 0.087
N 3.846 0.966 -0.672
C -5.711 0.291 1.471
C 2.483 -2.182 0.648
C -0.432 0.595 1.317
C 1.982 -2.784 -0.502
C 2.176 -2.152 -1.730
C -4.698 -0.297 -0.539
C 3.128 -0.961 0.572
C -0.310 -3.799 1.269
C 2.806 -0.928 -1.803
C 0.859 -4.562 0.650
C -0.562 1.459 -0.935
C -5.873 0.628 -0.865
C 0.871 1.039 1.415
C -6.031 1.384 0.452
C -3.365 0.377 -0.919
C 0.744 1.898 -0.829
C 1.451 1.683 0.338
C 3.274 -0.311 -0.646
C -1.155 0.792 0.138
H -4.747 -1.244 -1.090
H 3.517 -0.490 1.460
H -5.276 0.676 2.396
H 2.934 -0.443 -2.760
H -6.608 -0.290 1.717
H 0.535 -5.563 0.352
H 1.806 -2.636 -2.620
H -0.899 0.089 2.150
H 3.956 1.360 -1.594
H 1.220 2.419 -1.644
H -5.297 2.189 0.514
H -0.655 -4.316 2.160
H -7.026 1.798 0.592
H 1.451 0.901 2.313
H -5.640 1.269 -1.711
H -0.011 -2.788 1.536
H 1.679 -4.669 1.371
H -2.809 -0.151 0.922
H 2.386 -2.652 1.614
H -6.769 0.047 -1.085
H -1.128 -3.738 0.555
H -1.128 1.617 -1.838
*
```

HOMO-LUMO gap (eV): 8.6

natural (NBO) atomic charge list, values in e, 8 entries: atom 1 (S): 2.313, atom 2 (O): -0.607, atom 3 (O): -0.495, atom 4 (O): -0.931, atom 5 (O): -0.936, atom 6 (O): -0.544, atom 7 (N): -0.607, atom 8 (N): -0.836


(2)
Below is an isolated molecule of C19H22N2O5S, with properties calculated with the ωB97M-V functional and the def2-TZVPD basis.

The geometry in ORCA input format:
```
! RIJCOSX wB97M-V def2-TZVPD def2/J DEFGRID3
* xyz 0 1
S -0.418 3.680 1.436
O -0.374 -1.433 2.141
O -1.802 0.172 2.641
O 0.691 -2.318 -0.087
O -0.527 0.609 -1.673
O -0.217 -2.753 -4.672
N -1.132 1.715 -1.194
N 0.674 -1.694 -2.263
C 0.321 -3.642 -3.699
C 1.545 1.751 1.804
C -2.031 -4.032 -3.900
C 1.301 -2.879 -2.790
C -0.867 -4.246 -2.935
C 0.057 2.180 3.666
C 0.377 -1.526 -0.973
C 3.168 3.171 0.579
C -1.630 -2.718 -4.564
C 0.483 2.448 2.375
C -1.337 1.546 0.085
C 1.711 0.463 3.844
C -1.042 -0.336 1.854
C 2.144 0.751 2.563
C 0.672 1.187 4.404
C -0.855 0.257 0.498
C -1.852 2.629 0.941
C -0.339 -0.270 -0.670
C 2.090 2.094 0.448
H -2.062 -4.832 -4.640
H 2.738 4.073 1.007
H -1.036 -3.697 -2.008
H 1.607 -3.507 -1.952
H 0.884 -4.421 -4.231
H 3.973 2.829 1.226
H 0.136 -1.825 1.378
H -2.038 -2.592 -5.568
H 1.300 2.476 -0.199
H -1.941 -1.861 -3.947
H -0.702 -5.292 -2.692
H 2.959 0.187 2.131
H -0.765 2.743 4.080
H 3.582 3.412 -0.397
H -2.995 -3.970 -3.401
H 2.177 -2.585 -3.374
H 0.354 -1.021 -2.945
H 0.332 0.971 5.404
H 2.185 -0.328 4.405
H -2.512 3.292 0.388
H -2.320 2.236 1.841
H 2.520 1.200 -0.012
*
```

HOMO-LUMO gap (eV): 8.4

natural (NBO) atomic charge list, values in e, 8 entries: atom 1 (S): 0.228, atom 2 (O): -0.675, atom 3 (O): -0.586, atom 4 (O): -0.645, atom 5 (O): -0.270, atom 6 (O): -0.542, atom 7 (N): -0.098, atom 8 (N): -0.573


(2) ends up most stable, edging out the next structure by 0.0055 hartree.